{
  "formula": "C33H44N3O4",
  "method": "the ωB97M-V functional and the def2-TZVPD basis",
  "elements": ["H", "H", "C", "C", "H", "C", "H", "H", "H", "H", "H", "H", "C", "H", "O", "H", "H", "H", "N", "C", "C", "C", "H", "H", "H", "H", "C", "C", "H", "H", "H", "H", "C", "H", "H", "H", "C", "H", "C", "H", "O", "H", "C", "C", "C", "C", "H", "H", "C", "H", "C", "C", "C", "H", "H", "C", "C", "H", "H", "O", "N", "C", "H", "H", "H", "C", "C", "O", "C", "C", "C", "N", "H", "H", "H", "C", "C", "H", "C", "H", "H", "H", "C", "C"],
  "coordinates": [[-5.277361, -2.695859, 0.252519], [2.360022, 5.523194, 4.952320], [3.637727, 1.973531, 4.140696], [-0.148274, 0.482128, -1.587323], [-0.903078, 1.752930, 0.602150], [-1.072967, 1.219148, -3.723780], [4.008255, 2.548467, 6.176079], [1.067537, -5.737562, -0.997767], [-2.096848, -5.894142, -0.929050], [0.329649, 6.163472, -6.009006], [-1.194195, 2.186512, -6.374777], [3.703247, 0.965004, 4.559713], [-1.334421, 3.155592, -5.861140], [-0.094550, 2.858103, 2.597022], [0.756286, -3.191161, 2.509356], [-2.471850, -6.022658, 0.791968], [1.690418, 3.906436, -4.757631], [1.608294, -6.097008, 0.655499], [2.242336, 2.283670, 3.853349], [2.131193, 0.273059, 2.487227], [1.576820, -0.459986, 1.447751], [4.284948, 2.915014, 5.162285], [5.378687, 2.965468, 5.044979], [1.693590, -3.939761, 4.188065], [-0.045307, -3.548939, 4.369535], [-3.562273, -4.270125, -0.845187], [-0.043830, -0.594086, -0.500814], [0.586503, 2.565810, -2.659966], [-2.452625, -0.264265, -0.735320], [-4.478102, -2.151759, -1.191423], [-1.572993, -0.637814, -2.750292], [0.543586, -1.451431, -0.865291], [-1.346187, -1.892911, 0.136627], [1.777545, 5.245268, -6.576640], [-1.713696, 3.920966, -7.890655], [-1.755420, 1.012781, -4.552619], [-0.290478, 2.398825, -3.760792], [-0.439176, -7.089046, 1.255078], [0.896560, -3.229185, 3.930112], [-2.351085, 3.169283, -5.436203], [3.894622, 4.275604, 4.980634], [2.020169, -1.399194, 1.129778], [-4.313047, -2.388030, -0.141516], [0.683553, 1.631172, -1.649684], [0.747982, 5.156652, -6.203804], [-0.087374, 1.288536, 1.178852], [-2.034417, -0.072715, 0.946893], [-3.664223, -4.116768, 0.906131], [-0.450568, -6.672122, 0.241787], [-0.480630, -7.496541, -0.484723], [0.376968, -4.372887, 2.006687], [-1.284714, 4.251411, -6.935968], [0.276515, -4.405803, 0.495506], [0.663748, 3.558895, 4.420878], [-1.831958, 5.138556, -6.567021], [-1.001829, 0.285456, -2.693695], [0.688113, 4.352178, -4.890767], [0.546788, 5.091140, -4.084613], [0.774518, -3.525668, 0.086767], [0.053820, 4.566325, -7.292274], [-1.157471, -4.393890, 0.242252], [2.483538, 4.441474, 5.102387], [1.208767, 3.448861, -2.609635], [2.130443, 4.127092, 6.104157], [1.453157, 1.825951, -0.876128], [1.616127, 1.517675, 2.879889], [-2.402882, -0.796184, 0.222019], [0.110037, -5.327646, 2.719579], [0.434874, 1.966191, 2.252466], [-1.884507, -3.273808, -0.006612], [-1.669831, -5.760569, 0.078645], [-0.341439, 3.319808, -4.801247], [2.963393, -0.170690, 3.023858], [-0.664173, -1.937400, 1.062389], [-3.884824, -1.323652, 1.706497], [-3.360931, -3.572915, -0.020346], [0.762594, -5.773547, 0.053155], [4.226427, 2.006581, 3.208674], [-3.819241, -1.172944, 0.616767], [1.694332, 4.204405, 3.117386], [-4.443562, -0.316295, 0.355155], [1.162130, -2.202384, 4.196667], [0.475769, 0.064945, 0.749769], [1.700752, 3.635745, 4.065763]],
  "forces_ev_per_a": [[-0.1, -0.1, 0.0], [-0.5, -0.4, 0.2], [0.5, 0.4, -0.2], [-1.1, -0.9, -1.0], [0.4, -0.4, 0.5], [-0.5, 0.0, -0.7], [0.2, 0.4, -0.3], [0.0, 0.0, 0.1], [0.1, 0.4, 0.3], [0.2, -0.3, -0.2], [0.0, 0.2, 0.3], [0.1, 0.1, -0.1], [-0.1, -0.4, -0.5], [0.4, -0.3, -0.2], [-0.1, -0.6, -0.8], [0.4, 0.4, -0.2], [-0.4, -0.1, 0.2], [0.0, 0.0, -0.1], [-0.6, 0.1, 0.1], [0.3, -0.6, 0.0], [-0.7, 0.9, -0.2], [-0.3, 0.5, 0.2], [-0.4, -0.5, 0.1], [-0.3, 0.3, 0.1], [0.1, 0.1, 0.2], [0.0, 0.0, 0.2], [2.3, -0.8, -0.4], [-0.1, 0.0, -0.6], [-0.1, -0.2, 0.1], [0.1, 0.2, -0.1], [-0.1, 0.2, -0.1], [0.5, 0.9, 0.2], [0.5, 1.2, 1.6], [-0.3, 0.1, 0.5], [-0.3, -0.1, 0.6], [0.2, 0.1, 0.3], [0.1, -0.1, 0.2], [0.0, 0.0, -0.4], [0.4, 0.4, 0.4], [0.2, -0.1, 0.0], [-0.5, -0.7, 0.0], [0.0, 0.1, 0.2], [0.1, 0.1, -0.1], [0.1, -0.3, 1.0], [-0.5, 0.2, -0.5], [0.1, -0.5, -0.4], [-0.1, 0.0, -0.1], [0.8, 0.2, -0.5], [-0.2, -0.6, 0.3], [0.0, 0.3, 0.3], [-0.1, -0.6, 1.7], [0.5, 0.1, 0.0], [0.3, 0.3, 0.8], [0.2, 0.0, -0.1], [0.3, 0.0, -0.2], [0.8, 0.6, 0.3], [0.6, 0.0, 0.3], [0.1, -0.3, -0.1], [-0.1, -0.2, -0.2], [-0.2, -0.1, 0.6], [-1.1, 2.2, -1.5], [0.5, -0.2, 0.2], [0.1, -0.1, 0.0], [0.3, 0.3, -0.2], [-0.7, -0.2, -0.5], [0.0, 0.3, 0.5], [-0.8, 0.1, 0.3], [0.3, 1.0, -1.0], [-0.2, 0.4, 0.2], [1.1, -1.2, 1.1], [-0.5, -0.9, -0.1], [-0.2, -0.2, 0.1], [0.0, 0.2, -0.2], [-1.3, -0.1, -1.2], [-0.1, -0.1, -0.3], [-0.7, 0.0, -0.3], [0.2, 0.1, -0.8], [-0.2, -0.1, 0.1], [0.0, 0.1, 0.2], [0.0, -0.3, 0.1], [-0.2, -0.1, 0.3], [-0.1, -0.3, 0.1], [-0.1, -0.5, -0.2], [0.4, 0.3, -0.3]],
  "lowdin_charge": [0.1169, 0.1343, -0.1414, -0.2006, 0.1367, -0.0151, 0.1302, 0.1308, 0.1371, 0.1240, 0.1256, 0.1161, -0.1371, 0.1067, -0.0483, 0.1398, 0.1248, 0.1340, -0.0690, -0.0194, -0.0260, -0.1742, 0.1346, 0.1115, 0.1021, 0.1295, -0.0520, -0.0136, 0.0999, 0.1199, 0.1122, 0.1177, -0.0446, 0.1308, 0.1332, 0.0992, -0.1993, 0.1137, -0.0144, 0.1291, -0.1351, 0.1140, -0.1843, -0.0315, -0.1757, -0.0551, 0.1031, 0.1505, -0.1395, 0.1272, -0.4290, -0.1795, -0.1589, 0.1241, 0.1287, -0.0456, -0.1311, 0.1243, 0.1536, -0.1331, 0.0129, -0.1782, 0.0987, 0.1289, 0.1312, -0.2081, -0.1981, 0.1234, -0.0069, -0.0456, -0.1105, -0.0719, 0.1012, 0.1378, 0.1271, -0.1101, -0.0968, 0.1346, -0.1816, 0.1314, 0.1205, 0.0962, -0.2604, -0.1384],
  "fmax_ev_per_a": 2.89,
  "e_homo_ev": -9.725,
  "energy_ha": -1748.748031,
  "charge": 1,
  "e_above_lowest_ev": 0.493,
  "lumo_ev": -3.7371
}